No. 1
Here is a 5-piece molecular cluster, H10O5 overall in a non-equilibrium geometry from the Open Molecules 2025 dataset. Energies are from ωB97M-V/def2-TZVPD.

relative energy (zero: lowest compared OMol25 entry of this formula, charge and spin)	9.5	kcal/mol
highest occupied orbital energy (spin up / spin down)	0.34 / -7.46	eV
LUMO (spin up / spin down)	3.8 / 3.8	eV
<S²>	0.7504
2S+1	2
orbital gap (spin up / spin down)	0.1265 / 0.4124	Eh
charge	-1

Each line ends with the Löwdin spin population.
Cartesian coordinates (Å):
O 0.066269 -0.286371 -0.486266  0.154
H -0.420085 -0.747083 0.197427  0.026
H 0.588342 0.362115 -0.013897  0.098
O 0.777387 -0.299013 3.054732  0.231
H 1.344848 -0.013651 2.338646  0.102
H 0.833226 0.405347 3.700479  0.060
O 0.020339 -3.071343 0.841365  0.068
H 0.586586 -2.839539 0.105241  0.018
H 0.618234 -3.169785 1.582349  0.019
O -0.611908 -0.259644 -3.080690  0.037
H -0.355969 -0.311149 -2.159778  0.007
H -1.546028 -0.051870 -3.058902  0.005
O -0.848365 3.264103 -1.289492  0.107
H -0.796042 4.190547 -1.054554  0.011
H -0.256834 2.827337 -0.676660  0.057

Forces on the atoms, in the same order (eV/Å):
-0.202 -0.552 -0.663
-0.228 -0.264 0.492
0.595 0.728 0.519
-0.584 -0.928 0.440
0.511 0.408 -0.746
0.058 0.491 0.261
-0.419 -0.340 -0.051
0.201 0.255 -0.284
0.148 0.196 0.326
-0.211 -0.193 -1.207
0.268 0.101 0.854
-0.116 0.126 0.028
-0.397 0.155 -0.470
0.042 0.235 0.120
0.333 -0.417 0.381

***

No. 2
Here is a 4-piece molecular cluster, C4H16NO3 overall in a non-equilibrium geometry from the Open Molecules 2025 dataset. Energies are from ωB97M-V/def2-TZVPD.

relative energy (zero: lowest compared OMol25 entry of this formula, charge and spin)	63.4	kcal/mol
highest occupied orbital energy (spin up / spin down)	-18.38 / -18.36	eV
LUMO (spin up / spin down)	-7.1 / -14.6	eV
<S²>	0.7568
2S+1	2
orbital gap (spin up / spin down)	0.4141 / 0.1366	Eh
charge	+2

Each line ends with the Löwdin spin population.
Cartesian coordinates (Å):
C -0.586692 -1.060370 -0.201122  0.238
N 0.510151 -0.024151 -0.325413  0.011
C 1.419324 -0.438255 0.852339  0.014
C 0.632850 -1.266700 1.809851  0.073
C -0.854702 -1.274344 1.314407  0.072
H -1.622194 -0.678668 -0.727570  0.109
H -0.429878 -1.981285 -0.733234  0.021
H 0.094800 0.830610 -0.163894  0.001
H 1.035440 -0.048789 -1.306792  0.000
H 1.902228 0.502895 1.230959  0.001
H 2.191269 -1.057018 0.319049  0.000
H 1.051112 -2.284487 1.882646  0.002
H 0.653886 -0.880689 2.828023  0.012
H -1.321044 -0.480580 1.814725  0.006
H -1.382327 -2.242270 1.624418  0.001
H 2.415306 -1.445377 -2.408455  0.000
H 1.347875 -0.542690 -3.337768  0.000
O 1.658318 -0.860747 -2.460530  0.000
H -3.507056 0.622832 -0.687259  -0.005
H -3.204791 0.784678 0.857887  0.004
O -2.769210 0.942537 -0.028322  0.438
H -0.474528 3.583886 -0.521788  0.000
H 0.606336 3.784656 0.478104  0.000
O 0.286870 3.160632 -0.201650  0.003

Forces on the atoms, in the same order (eV/Å):
-0.654 0.810 1.418
-0.015 -3.508 -0.195
2.335 1.187 -2.050
-0.055 -1.005 0.814
0.467 -2.189 -0.709
0.323 0.284 0.943
0.436 -0.306 -0.735
-0.880 3.113 0.510
-0.453 -0.594 1.260
-0.518 -1.033 -0.237
-0.449 0.690 0.841
-0.363 0.345 -0.273
-0.166 0.213 0.006
-0.791 1.272 0.431
0.622 1.349 -0.980
0.287 -0.004 -0.950
1.153 -0.864 0.452
-1.300 0.939 0.006
1.507 0.990 1.247
0.496 0.088 -0.630
-1.920 -1.470 -1.185
-1.685 0.964 -0.933
0.057 -0.437 -0.389
1.564 -0.832 1.337

***

No. 3
Here is C40H44BrCdN9O4S2 as an isolated structure in a non-equilibrium geometry from the Open Molecules 2025 dataset. Energies are from ωB97M-V/def2-TZVPD.

relative energy (zero: lowest compared OMol25 entry of this formula, charge and spin)	58.4	kcal/mol
highest occupied orbital energy	-7.22	eV
LUMO	-0.5	eV
orbital gap	0.2467	Eh

Each line ends with the Mulliken charge.
Cartesian coordinates (Å):
Cd -0.220381 0.597143 1.394705  1.316
Br -3.741225 2.173401 7.663083  -0.234
C -2.547991 2.164199 6.204133  0.076
C -1.233530 2.569342 6.398211  -0.657
C -0.353520 2.382352 5.336828  -0.484
C -0.731419 1.953382 4.082251  0.250
C -2.050269 1.438467 4.007587  -0.151
C -2.947676 1.553742 5.042345  -0.648
N 0.130243 1.768461 3.030783  0.047
C 1.396221 2.442283 2.864269  -0.135
C 0.228424 4.395055 1.701259  -0.242
C -1.045357 4.791454 2.166904  -0.645
C -2.088208 4.898139 1.326920  -0.474
C -2.016092 4.554780 0.007595  -0.537
C -0.755945 4.144808 -0.408208  -0.051
N 0.328694 4.176116 0.364267  -0.244
H -0.844361 2.988927 7.328853  0.421
H 0.670084 2.708974 5.431942  0.343
H -2.468387 1.057948 3.093717  0.058
H -3.986949 1.357814 4.936478  0.440
H 2.037867 2.387794 3.806177  0.294
H -1.266427 5.093648 3.195910  0.361
H -3.014449 5.280058 1.680102  0.439
H -2.945070 4.519926 -0.626524  0.364
H -0.602646 3.786530 -1.439388  0.288
C 2.791264 2.430694 -3.381852  -1.199
C 2.221306 0.954545 -3.175768  0.340
C 3.348207 0.002226 -2.915965  0.856
C 3.972715 -0.621920 -3.988803  -0.893
C 4.966985 -1.615756 -3.732815  -1.255
C 5.344409 -1.867749 -2.435508  -0.710
C 4.782700 -1.165032 -1.334499  0.795
C 5.066396 -1.724769 0.076806  0.682
C 6.086359 -2.834597 0.188270  -1.699
C 3.807573 -0.227681 -1.590167  -0.304
N 3.104080 0.383276 -0.505517  0.589
C 3.680800 1.422703 -0.046452  -0.486
C 3.075317 2.174315 1.131507  0.275
C 3.535066 3.528530 1.399450  -1.418
C 2.678587 4.363058 1.958890  -0.769
C 1.399266 3.949282 2.507650  1.724
N 2.105922 1.653085 1.761406  -0.115
H 1.979165 3.169788 -3.180568  0.326
H 3.135670 2.593155 -4.374628  0.372
H 3.617504 2.611246 -2.729963  0.288
H 1.794652 0.633190 -4.144263  0.573
H 1.349245 0.874142 -2.523621  -0.924
H 3.651132 -0.260294 -4.938762  0.519
H 5.392182 -2.161164 -4.500868  0.508
H 6.091576 -2.675910 -2.275697  0.184
H 4.127387 -2.000122 0.498809  -0.159
H 5.407966 -0.906224 0.742841  0.363
H 5.688612 -3.807464 -0.176940  0.303
H 6.348514 -2.992817 1.221008  0.467
H 6.992044 -2.586346 -0.335392  0.381
H 4.633050 1.801947 -0.474376  0.351
H 4.475379 3.807062 0.987233  0.463
H 2.918033 5.440459 1.921513  0.380
H 1.411797 4.432969 3.520844  0.457
C -5.277265 -0.103661 -2.554945  -1.486
C -4.344684 -0.009450 -1.407266  1.046
C -4.847819 0.005239 -0.105373  -1.068
C -3.945317 0.276518 0.878688  -0.518
N -2.622838 0.453243 0.566684  -0.030
C -2.255009 0.185123 -0.658429  -0.216
S -0.544577 0.003208 -0.990900  -0.640
N -3.091890 -0.065632 -1.689379  -0.167
H -5.749699 0.885104 -2.600009  0.426
H -6.078449 -0.861401 -2.521936  0.333
H -4.807659 -0.436657 -3.481256  0.237
H -5.895497 -0.066301 0.163762  0.431
H -4.234984 0.248593 1.889679  0.460
C -3.634304 -2.949426 -5.103665  -1.389
C -2.729057 -2.790505 -3.889142  -0.534
S -3.198301 -3.831270 -2.475648  1.264
O -3.614967 -5.171059 -2.893148  -0.749
O -4.143034 -3.131752 -1.684542  -0.583
C -1.564892 -3.893977 -1.650566  -0.385
C -1.659819 -4.341850 -0.165003  -1.216
N -0.694721 -3.536099 0.714435  0.319
C -1.158350 -2.614197 1.576004  0.805
N -0.160614 -1.866060 2.082493  -0.740
C 0.954269 -2.189596 1.355916  -0.278
C 0.645716 -3.227300 0.563305  -0.016
N 1.558783 -3.900961 -0.333143  1.025
O 2.604469 -3.357227 -0.584246  -0.613
O 1.140135 -4.957980 -0.806996  -0.637
C -2.603331 -2.492173 1.973693  -1.567
H -3.189459 -2.340512 -5.866158  0.397
H -4.645497 -2.618967 -4.887748  0.328
H -3.530722 -4.011273 -5.349661  0.403
H -2.603338 -1.798020 -3.503534  0.388
H -1.763909 -3.135283 -4.156460  0.530
H -1.172044 -2.917963 -1.773778  0.216
H -0.873466 -4.561639 -2.232467  0.494
H -1.460645 -5.429763 -0.001310  0.180
H -2.654521 -4.281717 0.291602  0.571
H 1.831928 -1.585150 1.372083  0.555
H -2.905333 -3.463678 2.505159  0.439
H -3.238272 -2.404402 1.063247  0.376
H -2.753500 -1.676653 2.625913  0.149

Forces on the atoms, in the same order (eV/Å):
-0.060 -0.493 -0.828
-0.347 0.240 0.345
0.732 0.022 1.305
0.081 -0.331 -0.467
0.616 1.453 0.528
-0.374 -1.691 -0.312
-0.247 0.490 -0.409
0.600 0.833 -0.143
0.243 1.012 -0.131
1.332 -1.073 0.190
-2.081 -0.092 -1.895
2.067 0.243 2.066
-1.488 0.522 -0.810
-0.399 -0.845 -1.052
0.043 0.245 -0.941
0.376 -0.880 0.871
-0.419 -0.217 -0.233
0.211 0.073 0.339
0.322 -0.165 -0.526
-0.590 -0.643 -0.245
-0.434 -0.218 -1.052
0.598 -0.390 -0.109
-0.687 0.158 0.532
1.340 0.103 0.550
0.055 0.314 0.478
-2.277 -0.700 0.963
0.312 0.937 -1.685
0.315 -0.089 0.836
0.770 -0.705 1.689
-1.653 2.213 0.881
0.254 -0.196 0.464
0.842 -2.035 -0.015
0.690 1.917 -0.149
-0.749 -0.891 -0.288
-0.815 -0.281 -0.735
0.881 0.830 0.027
-0.505 -0.336 0.526
-0.139 -0.405 -0.183
0.007 -0.647 -0.175
1.377 1.555 -0.942
-0.889 0.618 2.254
-1.203 0.002 0.946
0.676 -0.405 -0.080
0.265 -0.086 -0.930
0.465 0.190 0.631
0.116 0.265 0.207
0.618 0.272 0.486
0.002 -0.422 -0.867
0.810 -0.908 -1.550
-0.721 0.771 0.035
-0.745 -0.415 0.277
-0.078 -0.132 -0.383
0.311 0.623 -0.011
0.066 -0.005 0.479
0.437 0.002 -0.281
-0.477 -0.080 0.261
0.533 0.501 -0.229
-0.226 -0.570 0.303
-0.630 -0.105 -0.715
-1.103 -0.432 -0.726
-2.051 -1.572 -0.566
-0.167 0.837 0.926
1.325 -0.159 -1.805
-1.166 -0.172 1.889
0.959 -0.709 -1.331
-0.187 0.183 0.259
1.635 0.728 0.141
-0.050 -0.192 -0.639
0.116 0.358 0.975
0.514 0.845 0.026
0.051 -0.184 -0.404
-0.101 0.410 1.242
0.567 -0.438 1.129
-0.705 -0.661 0.434
0.924 -1.808 -1.731
0.951 1.173 0.110
-0.872 1.227 1.452
-0.372 -1.959 0.154
1.171 -0.710 0.613
-1.402 -0.381 -1.109
0.298 0.465 1.328
-0.896 0.529 -0.939
-0.723 0.085 0.688
0.765 -0.820 -1.091
-1.647 -0.213 -0.069
0.222 -0.265 0.005
0.578 0.320 0.074
-0.019 -2.599 -0.748
-0.025 0.243 -0.639
-0.163 -0.257 -0.198
-0.687 0.258 -0.397
-0.238 0.673 0.345
1.148 -0.455 -0.262
0.305 1.289 0.307
-0.935 0.410 0.494
0.422 0.938 -0.581
0.239 0.761 -0.367
0.645 -0.041 0.222
0.258 1.380 -0.640
0.316 0.076 0.659
-0.026 0.886 0.673

***

No. 4
Here is C2H2Br2O3 as an isolated structure in a non-equilibrium geometry from the Open Molecules 2025 dataset. Energies are from ωB97M-V/def2-TZVPD.

relative energy (zero: lowest compared OMol25 entry of this formula, charge and spin)	45.3	kcal/mol
highest occupied orbital energy	-10.22	eV
LUMO	0.0	eV
orbital gap	0.3750	Eh

Each line ends with the natural charge from an NBO analysis.
Cartesian coordinates (Å):
C -0.458373 -0.399662 -0.306234  0.616
C 1.190451 0.338383 0.464346  0.303
O 0.558386 -1.205647 0.134129  -0.537
O 0.069478 0.914477 -0.019064  -0.534
O -1.728608 -0.551261 0.306038  -0.619
Br 2.834765 0.417317 -0.431878  0.102
Br -2.970374 0.462961 -0.365917  0.351
H -0.703890 -0.337345 -1.299457  0.127
H 1.208168 0.360777 1.518039  0.192

Forces on the atoms, in the same order (eV/Å):
-1.592 1.137 0.617
-0.818 -3.498 -0.350
0.163 3.258 0.779
0.331 -0.015 -0.185
2.201 -1.889 1.880
0.100 0.433 -0.022
-1.336 1.141 -0.863
0.040 -0.753 -3.054
0.910 0.186 1.199

***

- The lowest relative energy (zero: lowest compared OMol25 entry of this formula, charge and spin) belongs to which entry?
  H10O5

***

- What is the relative energy (zero: lowest compared OMol25 entry of this formula, charge and spin) in the fourth record?
  45.3 kcal/mol